ORCA calculation (the ωB97M-V functional and the def2-TZVPD basis) on a molecular structure, C28H22BF9NO6S4 in a non-equilibrium geometry.

The geometry in XYZ format:
```
71
Properties=species:S:1:pos:R:3:forces:R:3
C -5.1383 1.2049 -3.3401 -0.41 0.26 -0.03
C -4.1346 0.6386 -2.4124 0.55 -1.20 0.40
C -3.6466 -0.6600 -2.4023 -0.53 0.97 -0.04
C -2.5376 -0.8208 -1.5436 0.56 0.84 0.62
C -2.1473 0.3595 -0.9200 -1.20 -1.04 -0.94
B -4.9952 -1.4837 2.7710 1.64 0.72 -1.34
C -0.8711 0.6326 -0.3026 1.14 -0.01 0.95
C -0.6378 1.8157 0.4102 -0.08 -0.35 -0.38
C 0.6648 2.1702 0.7285 0.35 0.06 0.35
C 0.9171 3.4814 1.4205 0.12 0.10 0.62
F 2.1425 3.5257 2.0193 -1.04 0.18 -0.50
F 0.8646 4.5358 0.5387 0.02 -0.60 0.72
F -0.0225 3.7177 2.3845 0.74 0.12 -0.73
C 1.7482 1.3755 0.3831 -0.04 0.05 -0.26
C 1.5146 0.1919 -0.3118 -0.07 -0.19 0.21
C 2.6653 -0.5579 -0.9482 0.35 -0.61 0.37
F 2.3288 -1.8458 -1.2571 0.43 1.09 0.19
F 3.0127 0.0525 -2.1346 -0.14 -0.45 0.72
F 3.7859 -0.5856 -0.1801 -0.91 0.04 -0.90
C 0.2207 -0.2424 -0.5381 -0.41 0.79 -0.50
O -6.0612 -0.7305 3.2086 0.22 -0.97 -0.69
C -7.1374 -1.5862 2.7794 -0.89 0.43 0.31
C -6.5389 -2.9739 2.5340 -0.27 -0.98 0.20
O -5.1191 -2.8610 2.7395 -0.65 1.26 -0.31
S -3.3117 1.6213 -1.2545 0.73 -0.48 -0.65
H -5.5607 0.3997 -3.9474 -0.01 0.17 0.03
H -5.9462 1.6962 -2.7883 -0.03 0.00 -0.20
H -4.6756 1.9509 -4.0028 -0.19 -0.20 0.11
H -4.0607 -1.4449 -3.0331 0.12 0.20 0.13
H -2.0224 -1.7584 -1.3504 -0.04 0.20 -0.25
H -1.4758 2.4520 0.7000 0.27 -0.05 -0.15
H 2.7562 1.6672 0.6546 -0.11 -0.02 -0.11
H 0.0507 -1.2010 -1.0124 0.08 0.19 -0.04
H -7.8960 -1.5939 3.5659 0.00 -0.01 -0.16
H -7.5782 -1.1941 1.8466 0.16 0.05 0.43
H -6.9418 -3.7146 3.2341 0.09 0.05 -0.20
H -6.7288 -3.2988 1.4989 0.12 -0.03 0.38
F -2.6603 1.0074 3.4167 0.01 -1.27 -0.25
C -2.6378 -0.3104 3.0611 0.90 -0.19 0.55
F -1.3487 -0.6933 2.9414 -1.74 0.66 -0.03
F -3.1341 -1.0329 4.1822 0.20 0.92 -1.45
S -3.6762 -0.6320 1.5490 -0.05 -0.73 2.95
N 1.3502 -2.0911 3.8395 0.42 1.08 -1.26
S 2.1976 -0.7241 3.6243 -0.25 -1.70 1.08
C 3.2276 -0.9993 5.0402 0.44 0.09 0.26
C 2.6717 -0.8971 6.3158 0.29 -0.10 -0.07
C 3.4376 -1.2756 7.4147 0.20 0.05 -0.12
C 4.7601 -1.7068 7.2335 -0.13 -0.12 -0.19
C 5.2904 -1.8374 5.9442 -0.15 0.14 0.15
C 4.5210 -1.4803 4.8381 -0.22 0.01 0.24
O 3.0659 -0.7707 2.4748 -0.11 0.46 -0.41
O 1.4083 0.4495 3.8889 -0.03 0.24 -0.29
S 1.0591 -3.0120 2.5581 -0.73 0.30 1.49
C -0.1963 -3.9718 3.3859 -0.18 -0.12 -0.21
C -0.0426 -4.2846 4.7339 -0.66 -0.40 -0.03
C -1.0981 -4.9178 5.4006 0.06 0.07 -0.37
C -2.3016 -5.1605 4.7241 0.08 -0.01 -0.06
C -2.4369 -4.8187 3.3742 0.11 -0.27 0.13
C -1.3648 -4.2626 2.6829 -0.02 0.02 0.51
O 0.3376 -2.3184 1.5120 0.47 -0.11 -0.66
O 2.1581 -3.8736 2.2096 0.11 -0.08 -0.41
H 1.6433 -0.5540 6.4237 0.25 -0.08 -0.02
H 2.9909 -1.2503 8.4101 0.24 0.08 -0.21
H 5.3696 -1.9653 8.0988 -0.16 -0.02 -0.17
H 6.2940 -2.2369 5.7811 -0.25 0.18 0.19
H 4.8862 -1.6045 3.8191 -0.10 0.08 0.27
H 0.8670 -3.9913 5.2470 -0.13 -0.12 -0.07
H -0.9755 -5.2106 6.4445 -0.13 0.14 -0.24
H -3.1430 -5.6235 5.2457 0.27 0.16 -0.10
H -3.3744 -4.9808 2.8429 0.18 -0.03 0.23
H -1.4604 -4.0038 1.6315 0.11 0.09 0.23
```
Positions in Å, forces in eV/Å.

For the energy, the calculation gives -4102.9406 hartree. The value obtained for the HOMO-LUMO gap is 7.370 eV. Its charge is -1. Its LUMO energy is 1.8857 eV. The value obtained for the energy above the lowest of the compared OMol25 structures with the same formula, charge and spin is 0.0 kJ/mol. The value obtained for the HOMO energy is -5.5 eV.